Arrangement w

ORCA calculation (ωB97M-V/def2-TZVPD) on 2 unconnected molecules or ions with the total composition H4O2.

Each line ends with the natural charge from an NBO analysis.
CARTESIAN COORDINATES (ANGSTROEM)
1 O -4.3363 0.1080 1.6077  -0.94
2 H -3.5871 0.4514 2.1454  0.47
3 H -3.9176 -0.5059 0.9626  0.47
4 O -0.0957 2.7226 -5.7524  -0.94
5 H 0.8835 2.6268 -5.7688  0.47
6 H -0.3484 2.5290 -4.8213  0.47

Output
HOMO-LUMO gap in eV: 12.59
SMILES string: O.O
HOMO level in eV: -11.612
Net charge: 0

Arrangement x

ORCA calculation (ωB97M-V/def2-TZVPD) on 2 unconnected molecules or ions with the total composition H4O2.

Each line ends with the natural charge from an NBO analysis.
CARTESIAN COORDINATES (ANGSTROEM)
1 H 0.7644 -0.4938 0.0695  0.49
2 H 1.4199 -0.1583 -1.3715  0.47
3 H -1.8404 0.0890 0.0146  0.49
4 H -1.0180 0.6753 1.2739  0.49
5 O 1.5934 -0.2781 -0.3755  -0.97
6 O -0.9193 0.1659 0.3890  -0.97

Output
HOMO-LUMO gap in eV: 11.11
SMILES string: O.O
HOMO level in eV: -10.576
Net charge: 0

In kcal/mol, relative to the most stable structure: arrangement w 0.0; arrangement x 2.2.

Arrangement w

ORCA calculation (ωB97M-V/def2-TZVPD) on 4 unconnected molecules or ions with the total composition C4H16O4.

Each line ends with the natural charge from an NBO analysis.
CARTESIAN COORDINATES (ANGSTROEM)
1 C -1.3731 -0.9581 -1.1203  -0.05
2 O -1.9058 0.2634 -1.6556  -0.73
3 C 0.0272 -0.6765 -0.5499  -0.46
4 C 0.9350 -1.8817 -0.4162  -0.40
5 C 2.2224 -1.5870 0.3808  -0.63
6 H -2.0331 -1.4367 -0.3928  0.16
7 H -1.3379 -1.5685 -2.0282  0.18
8 H -1.6287 0.9994 -1.0998  0.47
9 H -0.0645 -0.0381 0.3307  0.22
10 H 0.4772 0.0375 -1.2491  0.21
11 H 1.2523 -2.3269 -1.3688  0.20
12 H 0.3917 -2.7840 -0.0944  0.21
13 H 2.7869 -0.7788 -0.0781  0.19
14 H 2.8971 -2.4448 0.2757  0.22
15 H 2.0503 -1.4828 1.4492  0.21
16 H -2.9173 0.3413 0.6021  0.47
17 H -2.6085 1.7596 0.9828  0.48
18 O -2.5695 0.8508 1.3433  -0.95
19 H 2.4121 2.0225 0.6658  0.47
20 H 1.8206 0.6771 0.6576  0.48
21 O 1.5529 1.6034 0.6419  -0.96
22 H -0.1514 2.9215 0.5067  0.50
23 H -1.1775 3.3160 1.5855  0.48
24 O -1.0583 3.1716 0.6313  -0.97

Output
HOMO-LUMO gap in eV: 10.79
SMILES string: CCCCO.O.O.O
HOMO level in eV: -10.253
Net charge: 0

Arrangement x

ORCA calculation (ωB97M-V/def2-TZVPD) on 4 unconnected molecules or ions with the total composition C4H16O4.

Each line ends with the natural charge from an NBO analysis.
CARTESIAN COORDINATES (ANGSTROEM)
1 C -3.1772 -0.4440 -2.7884  -0.24
2 O -2.8371 0.7828 -2.2183  -0.74
3 H -3.6872 -0.1997 -3.7202  0.17
4 H -2.3263 -1.0807 -3.0308  0.16
5 H -3.8627 -1.0202 -2.1670  0.15
6 H -2.1518 0.6023 -1.5708  0.49
7 C 1.7735 2.4463 2.6429  -0.26
8 O 1.3458 2.5349 4.0291  -0.72
9 H 2.1063 1.4265 2.4498  0.18
10 H 1.1621 2.6343 1.7603  0.17
11 H 2.5965 3.1368 2.4586  0.17
12 H 1.3545 3.4328 4.3688  0.47
13 C 2.1872 -1.9385 -0.4676  -0.26
14 O 1.0793 -2.4556 -1.1334  -0.72
15 H 3.1200 -2.4947 -0.5601  0.18
16 H 2.4115 -0.8893 -0.6594  0.17
17 H 1.9588 -1.8412 0.5938  0.18
18 H 1.2444 -2.5036 -2.0779  0.48
19 C -0.7955 -0.1118 0.5989  -0.26
20 O -0.7406 -0.4599 -0.7398  -0.77
21 H -1.3371 -0.9308 1.0721  0.16
22 H 0.1731 -0.1353 1.0981  0.16
23 H -1.3987 0.7592 0.8552  0.19
24 H -0.1989 -1.2506 -0.7941  0.50

Output
HOMO-LUMO gap in eV: 10.19
SMILES string: CO.CO.CO.CO
HOMO level in eV: -9.628
Net charge: 0

In kcal/mol, relative to the most stable structure: arrangement w 0.0; arrangement x 45.8.

Arrangement w

ORCA calculation (ωB97M-V/def2-TZVPD) on 5 unconnected molecules or ions with the total composition C4H16O4.

Each line ends with the natural charge from an NBO analysis.
CARTESIAN COORDINATES (ANGSTROEM)
1 C -1.6564 -0.3335 -1.9621  -0.63
2 C -1.3523 0.5080 -0.6870  -0.21
3 C -0.3090 1.4269 -0.8429  -0.16
4 C 0.2683 2.1481 0.2117  -0.67
5 H -2.4168 0.1030 -2.3981  0.21
6 H -0.8460 -0.5489 -2.6419  0.20
7 H -1.8177 -1.3018 -1.6468  0.21
8 H -1.9601 0.2245 0.2392  0.22
9 H 0.3365 1.4910 -1.9241  0.18
10 H 1.3546 2.2509 -0.0724  0.22
11 H -0.0916 3.2576 0.1260  0.22
12 H 0.0708 1.6568 1.1492  0.23
13 H 3.0483 -0.6689 6.1850  0.46
14 H 4.2332 -1.3354 5.6209  0.46
15 O 3.5069 -0.8521 5.4060  -0.93
16 H 0.5730 4.4984 -4.8653  0.46
17 H 0.3469 3.3924 -3.9460  0.46
18 O -0.0878 4.1087 -4.2924  -0.92
19 H -1.7875 -2.7812 -3.9246  0.48
20 H -0.8504 -3.5025 -2.8251  0.47
21 O -1.6931 -3.5985 -3.2554  -0.94
22 H 1.1742 -3.0921 5.4952  0.49
23 H -0.4709 -3.3651 5.5174  0.48
24 O 0.4269 -3.6866 5.3334  -0.97

Output
HOMO-LUMO gap in eV: 9.41
SMILES string: C/C=C/C.O.O.O.O
HOMO level in eV: -8.784
Net charge: 0

Arrangement x

ORCA calculation (ωB97M-V/def2-TZVPD) on 4 unconnected molecules or ions with the total composition C4H16O4.

Each line ends with the natural charge from an NBO analysis.
CARTESIAN COORDINATES (ANGSTROEM)
1 C 0.3785 -1.4317 1.3389  -0.61
2 C 0.7838 -0.5596 0.1464  -0.45
3 C -0.3812 -0.2526 -0.7795  0.11
4 C 0.2064 0.4372 -2.1120  -0.62
5 O -1.3068 0.7507 -0.2716  -0.70
6 H -0.7027 -1.1274 1.6097  0.18
7 H 1.0056 -1.2125 2.2376  0.23
8 H 0.3574 -2.5077 1.1110  0.21
9 H 1.1976 0.3499 0.5685  0.23
10 H 1.4475 -0.9191 -0.5900  0.21
11 H -0.9205 -1.2887 -0.7940  0.21
12 H -0.4267 0.5017 -2.9186  0.21
13 H 0.5728 1.4321 -1.8695  0.22
14 H 1.1075 -0.1572 -2.4243  0.20
15 H -1.5862 0.4933 0.5819  0.49
16 H -0.0479 1.9036 2.1058  0.50
17 H -0.2394 2.3931 3.6653  0.48
18 O 0.0605 1.6904 3.0647  -0.99
19 H -0.7046 1.9168 0.0041  0.48
20 H 0.0332 3.3245 -0.4944  0.47
21 O -0.0645 2.7609 0.2654  -1.06
22 H 1.1734 -3.2674 -1.9718  0.47
23 H 0.2234 -4.4661 -1.7025  0.48
24 O 0.2589 -3.5182 -1.8937  -0.95

Output
HOMO-LUMO gap in eV: 10.81
SMILES string: CC[C@H](C)O.O.O.O
HOMO level in eV: -10.255
Net charge: 0

In kcal/mol, relative to the most stable structure: arrangement w 49.3; arrangement x 0.0.

Arrangement w

ORCA calculation (ωB97M-V/def2-TZVPD) on 2 unconnected molecules or ions with the total composition C4H14NO2.

Each line ends with the natural charge from an NBO analysis.
CARTESIAN COORDINATES (ANGSTROEM)
1 O -0.8672 -1.0166 -1.9061  -0.77
2 C -0.4191 0.3313 -1.6979  -0.16
3 C 0.5387 0.2834 -0.5327  -0.14
4 N -0.1892 -0.3987 0.5798  -0.59
5 C 0.5867 -0.6106 1.8212  -0.45
6 C 1.8930 -0.3026 -0.8917  -0.63
7 H -1.5785 -1.0024 -2.5552  0.49
8 H -1.2960 0.9690 -1.5403  0.18
9 H 0.1183 0.7162 -2.5713  0.17
10 H 0.7191 1.3104 -0.2001  0.21
11 H -0.9905 0.2120 0.8815  0.45
12 H -0.5753 -1.2637 0.2003  0.44
13 H 1.3983 -1.2918 1.6774  0.20
14 H -0.0866 -0.9885 2.5836  0.24
15 H 1.0536 0.3316 2.1059  0.22
16 H 2.2753 0.2859 -1.7185  0.24
17 H 2.4869 -0.5208 -0.0093  0.22
18 H 1.8154 -1.3374 -1.2693  0.22
19 H -3.0297 1.1671 1.5651  0.39
20 H -1.7860 2.0323 1.7051  0.33
21 O -2.0672 1.0939 1.7725  -1.25

Output
⟨S²⟩: 0.75
HOMO-LUMO gap (spin up / spin down) in eV: 3.40 / 11.65
HOMO level (spin up / spin down) in eV: -2.786 / -11.226
Spin multiplicity: 2
Net charge: 0

Arrangement x

ORCA calculation (ωB97M-V/def2-TZVPD) on 3 unconnected molecules or ions with the total composition C4H14NO2.

Each line ends with the natural charge from an NBO analysis.
CARTESIAN COORDINATES (ANGSTROEM)
1 C 0.7710 -2.0548 -1.4304  -0.60
2 C 0.7623 -0.6471 -0.8131  -0.41
3 C -0.5024 -0.4026 -0.0229  -0.22
4 C 0.2615 1.7219 1.0377  -0.32
5 N -0.6915 0.9760 0.3725  -0.60
6 H 1.8085 -2.3041 -1.6064  0.21
7 H 0.1814 -2.1410 -2.3322  0.20
8 H 0.3217 -2.7222 -0.6958  0.21
9 H 0.9286 0.1395 -1.5574  0.20
10 H 1.6547 -0.5683 -0.2080  0.20
11 H -0.5302 -0.9740 0.9038  0.20
12 H -1.3837 -0.6939 -0.5919  0.19
13 H 1.2724 1.3399 0.9909  0.16
14 H 0.0375 2.7126 1.3817  0.17
15 H -1.4537 1.5453 0.0469  0.41
16 H 0.0121 -2.1722 2.9136  0.47
17 H 1.4696 -2.5183 2.9005  0.47
18 O 0.8057 -2.0438 2.3805  -0.94
19 H -2.0927 4.1692 -0.6973  0.48
20 H -1.8309 3.3314 -1.9665  0.48
21 O -1.8017 3.3063 -1.0060  -0.95

Output
⟨S²⟩: 0.75
HOMO-LUMO gap (spin up / spin down) in eV: 5.97 / 9.70
HOMO level (spin up / spin down) in eV: -5.251 / -9.006
Spin multiplicity: 2
Net charge: 0

In kcal/mol, relative to the most stable structure: arrangement w 32.6; arrangement x 0.0.